1.
ORCA calculation (the ωB97M-V functional and the def2-TZVPD basis) on a structure of composition C28H22BrIrN4OS2.

Geometry as XYZ:
```
59
Properties=species:S:1:pos:R:3:mulliken_charge:R:1
Ir 1.137 -1.065 0.264 2.02
C 3.050 0.750 4.114 -1.22
C 3.017 0.171 2.728 0.68
O 2.041 -0.491 2.344 -0.78
N 4.080 0.422 1.953 -0.02
C 4.253 -0.081 0.595 -1.44
C 3.610 0.843 -0.413 1.06
C 4.357 1.769 -1.126 -0.82
C 3.713 2.657 -1.972 -0.36
C 2.331 2.605 -2.068 -0.94
C 1.656 1.644 -1.340 -0.14
N 2.278 0.769 -0.545 -0.17
H 2.487 0.109 4.787 0.30
H 2.569 1.730 4.102 0.27
H 4.067 0.862 4.486 0.44
H 4.801 1.021 2.318 0.26
H 3.806 -1.074 0.529 0.18
H 5.319 -0.174 0.401 0.56
H 5.433 1.796 -1.016 0.44
H 4.279 3.385 -2.538 0.44
H 1.783 3.296 -2.693 0.44
H 0.577 1.577 -1.383 0.49
S -2.124 -1.273 -6.327 -0.10
C -0.974 -1.693 -7.497 -0.26
C 0.303 -1.848 -6.980 -0.52
C 0.346 -1.625 -5.613 -0.40
C -0.906 -1.294 -5.074 0.51
C -1.228 -1.017 -3.717 0.85
C -0.214 -1.093 -2.717 -0.65
N -0.447 -0.861 -1.459 -0.06
C -1.705 -0.568 -1.046 -0.08
C -2.789 -0.460 -1.957 0.68
C -4.094 -0.136 -1.452 -1.15
C -4.294 0.055 -0.133 -1.00
C -3.217 -0.073 0.811 1.03
C -3.389 0.091 2.183 -0.59
C -2.316 -0.075 3.053 0.96
C -1.060 -0.409 2.475 -0.75
N -0.875 -0.548 1.188 -0.71
C -1.923 -0.387 0.340 -0.41
C -2.450 0.068 4.480 0.32
C -3.601 0.307 5.203 -0.40
C -3.379 0.395 6.585 -0.64
C -2.061 0.223 6.914 -0.30
S -1.086 -0.065 5.554 -0.13
C -2.524 -0.680 -3.298 -0.50
H -1.277 -1.817 -8.527 0.47
H 1.160 -2.119 -7.579 0.44
H 1.252 -1.713 -5.032 0.45
H 0.798 -1.390 -2.969 0.17
H -4.916 -0.054 -2.151 0.46
H -5.279 0.295 0.246 0.48
H -4.371 0.343 2.561 0.42
H -0.190 -0.569 3.100 0.57
H -4.579 0.415 4.758 0.37
H -4.155 0.577 7.313 0.41
H -1.625 0.241 7.900 0.47
H -3.334 -0.612 -4.016 0.48
Br 1.882 -3.152 -0.647 -0.55
```

Output
Expectation value of S² ... 6.062
Lowest unoccupied orbital energy (alpha / beta) ... -6.57 / -9.22 eV
HOMO energy (alpha / beta) ... -0.4644 / -0.4759 hartree
Multiplicity ... 5
Largest force on an atom ... 0.81 eV Å⁻¹
Electronic energy ... -131938.9659 eV
Frontier orbital gap (alpha / beta) ... 6.062 / 3.728 eV
Charge ... +2


2.
ORCA calculation (the ωB97M-V functional and the def2-TZVPD basis) on a structure of composition C18H38O6P2Pb.

Geometry as XYZ:
```
65
Properties=species:S:1:pos:R:3:mulliken_charge:R:1
Pb -0.012 0.335 -0.565 1.31
C 1.136 -0.981 1.374 0.30
O 1.610 -1.348 2.351 -0.08
C -1.852 -0.052 1.146 0.15
O -2.427 0.074 2.133 -0.08
C -2.300 1.768 -1.228 0.07
O -3.069 2.596 -1.042 -0.08
C -0.928 -3.742 0.212 0.50
P -0.947 -2.328 -0.998 0.36
H -0.411 -3.800 -2.799 0.52
H 0.140 -3.823 0.479 0.53
C -2.633 -2.440 -1.788 0.42
H -2.688 -3.482 -2.140 0.66
C -1.390 -5.047 -0.442 -1.59
H -0.866 -5.272 -1.379 0.38
H -2.471 -5.030 -0.638 0.38
H -1.192 -5.875 0.254 0.48
C -1.703 -3.491 1.509 -1.29
H -2.788 -3.554 1.356 0.28
C 0.533 -1.973 -3.426 -1.28
H -1.470 -2.528 1.975 0.26
H -1.430 -4.290 2.217 0.48
C 1.470 -3.577 -1.740 -1.39
H 1.183 -1.174 -3.043 0.26
H 1.086 -2.507 -4.212 0.53
H -0.335 -1.511 -3.900 0.20
C 0.181 -2.992 -2.338 0.49
H 2.176 -3.789 -2.555 0.48
H 1.306 -4.516 -1.196 0.35
H 1.960 -2.861 -1.063 0.29
C -2.778 -1.516 -3.003 -1.63
H -2.500 -0.476 -2.778 0.33
H -3.830 -1.515 -3.320 0.49
H -2.188 -1.872 -3.855 0.34
C -3.760 -2.198 -0.775 -1.44
H -3.591 -1.296 -0.172 0.23
H -3.902 -3.050 -0.101 0.23
H -4.701 -2.066 -1.329 0.50
H 2.162 -0.393 -1.414 0.65
H 2.497 0.225 -1.106 -0.73
C -0.587 2.857 3.472 -1.17
C -0.544 3.282 2.027 -0.13
O 0.466 2.536 1.262 0.02
P 2.029 2.283 1.944 0.27
O 2.596 3.831 1.929 -0.17
C 2.663 4.661 3.119 -0.01
C 2.276 6.061 2.719 -1.09
O 2.776 1.698 0.609 -0.27
C 3.405 2.476 -0.472 -0.38
C 2.424 3.068 -1.442 -0.61
H -0.505 1.772 3.587 0.32
H -1.549 3.184 3.883 0.44
H 0.203 3.351 4.048 0.31
H -1.506 3.100 1.531 0.33
H -0.326 4.355 1.915 0.14
H 1.993 4.284 3.909 0.14
H 3.695 4.622 3.493 0.36
H 1.253 6.090 2.330 0.27
H 2.325 6.715 3.590 0.41
H 2.955 6.457 1.958 0.34
H 4.031 3.252 -0.016 0.41
H 4.052 1.746 -0.968 0.42
H 1.645 3.634 -0.913 0.20
H 2.975 3.755 -2.097 0.47
H 1.977 2.296 -2.082 0.13
```

Output
Lowest unoccupied orbital energy (alpha / beta) ... -17.39 / -16.58 eV
HOMO energy (alpha / beta) ... -0.8291 / -0.8265 hartree
Largest force on an atom ... 5.86 eV Å⁻¹
Electronic energy ... -55344.8372 eV
Frontier orbital gap (alpha / beta) ... 5.168 / 5.906 eV
Charge ... +4


3.
ORCA calculation (the ωB97M-V functional and the def2-TZVPD basis) on a structure of composition C15H31NO3P2Ti.

Geometry as XYZ:
```
53
Properties=species:S:1:pos:R:3:mulliken_charge:R:1
P -0.267 -1.504 -2.191 1.14
P 0.126 1.879 -1.667 0.99
C -0.499 -0.271 -3.550 -1.18
C 0.295 1.012 -3.335 -1.14
H -1.577 -0.070 -3.635 0.46
H -0.186 -0.795 -4.463 0.61
H 1.364 0.862 -3.545 0.51
H -0.054 1.762 -4.061 0.72
C -1.509 2.614 -1.919 -1.47
H -1.715 3.295 -1.084 0.43
H -2.269 1.824 -1.966 0.40
H -1.478 3.167 -2.863 0.52
C 1.286 3.239 -1.895 -1.31
H 0.941 3.834 -2.751 0.44
H 2.283 2.841 -2.124 0.45
H 1.336 3.868 -1.001 0.44
C -1.389 -2.835 -2.681 -1.26
H -1.364 -3.610 -1.907 0.38
H -1.056 -3.254 -3.638 0.45
H -2.412 -2.446 -2.765 0.40
C 1.397 -2.134 -2.594 -1.35
H 2.133 -1.320 -2.630 0.33
H 1.345 -2.633 -3.568 0.50
H 1.700 -2.848 -1.821 0.36
Ti -1.155 0.349 5.045 1.45
C 1.111 1.498 0.738 -0.92
C -0.223 1.459 0.259 0.28
C -1.223 0.256 0.199 -0.34
C -1.232 -0.904 1.191 -0.03
C -0.394 -2.080 0.732 -0.56
C 0.935 -2.043 0.718 -0.60
C 1.657 -0.833 0.212 0.68
C 1.801 0.323 1.243 -0.80
C 0.247 -1.206 4.692 -1.45
H 1.518 2.467 0.957 0.53
H -0.784 2.329 0.614 1.13
H -1.153 -0.180 -0.828 -0.76
H -2.246 0.680 0.199 0.57
H -1.022 -0.580 2.225 -0.73
H -2.281 -1.253 1.195 0.67
H -0.935 -3.028 0.635 0.62
H 1.570 -2.934 0.885 0.33
H 1.099 -0.445 -0.669 -1.17
H 2.655 -1.094 -0.169 0.83
H 1.402 0.020 2.226 0.08
H 2.882 0.544 1.343 0.49
H 1.245 -0.805 4.883 0.30
H 0.245 -1.673 3.707 0.48
H 0.000 -1.929 5.476 0.36
O -0.504 1.965 5.933 -0.48
N -0.565 1.057 6.972 0.16
O -0.311 1.443 8.081 -0.26
O -2.770 0.121 4.960 -0.70
```

Output
Lowest unoccupied orbital energy (alpha / beta) ... -9.76 / -9.76 eV
HOMO energy (alpha / beta) ... -0.5338 / -0.5338 hartree
Largest force on an atom ... 3.23 eV Å⁻¹
Electronic energy ... -65360.1149 eV
Frontier orbital gap (alpha / beta) ... 4.769 / 4.763 eV
Charge ... +2


4.
ORCA calculation (the ωB97M-V functional and the def2-TZVPD basis) on a cluster of 5 separate species, C22H43F9O17S5 in total.

Geometry as XYZ:
```
96
Properties=species:S:1:pos:R:3:mulliken_charge:R:1
C -4.381 4.028 -3.583 -1.32
C -3.715 2.640 -3.575 0.04
C -4.660 1.537 -3.084 -0.53
C -4.201 0.125 -3.453 -0.59
O -3.567 -0.577 -2.362 -0.21
C -4.405 -1.184 -1.512 -0.16
O -4.759 -2.537 -2.004 -0.35
S -5.400 -3.332 -0.798 1.18
O -6.773 -3.019 -0.663 -0.57
O -4.932 -4.664 -0.852 -0.57
O -4.614 -2.535 0.363 -0.43
C -3.712 -1.585 -0.213 -0.27
C -3.457 -0.455 0.784 1.12
F -4.228 0.610 0.477 -0.32
F -3.756 -0.844 2.030 -0.32
C -1.981 0.004 0.796 0.43
F -1.680 0.499 -0.412 -0.19
F -1.224 -1.089 1.008 -0.31
C -1.542 1.045 1.878 0.50
F -0.340 1.498 1.488 -0.29
F -1.408 0.410 3.045 -0.24
C -2.432 2.290 2.111 0.58
F -1.794 3.123 2.941 -0.25
F -2.651 2.913 0.947 -0.23
F -3.603 1.950 2.652 -0.22
H -4.004 4.666 -2.783 0.31
H -4.201 4.551 -4.523 0.35
H -5.463 3.952 -3.456 0.35
H -2.842 2.670 -2.915 0.16
H -3.363 2.388 -4.578 0.18
H -5.647 1.695 -3.530 0.49
H -4.795 1.626 -2.001 0.12
H -3.442 0.172 -4.234 0.22
H -5.039 -0.462 -3.835 0.43
H -5.352 -0.661 -1.339 0.47
H -2.784 -2.098 -0.478 0.48
O 2.186 -0.858 8.824 -0.67
S 2.300 0.192 7.854 1.22
O 1.265 1.178 7.781 -0.61
O 2.517 -0.464 6.423 -0.26
C 1.602 -1.517 6.029 -0.48
C 0.245 -0.989 5.621 -0.91
C 3.859 0.984 7.988 -0.99
H 1.533 -2.238 6.844 0.35
H 2.108 -1.996 5.193 0.28
H -0.285 -0.554 6.466 0.33
H -0.353 -1.808 5.219 0.42
H 0.350 -0.222 4.855 0.23
H 4.639 0.228 8.018 0.36
H 3.843 1.558 8.911 0.37
H 3.992 1.652 7.143 0.35
O -1.620 0.105 -6.003 -0.64
S -0.414 0.400 -5.282 1.12
O 0.075 1.743 -5.266 -0.66
O 0.715 -0.600 -5.749 -0.20
C 0.991 -0.698 -7.180 -0.29
C 1.792 0.475 -7.694 -1.24
C -0.560 -0.167 -3.620 -0.58
H 0.041 -0.816 -7.703 0.37
H 1.534 -1.635 -7.265 0.31
H 1.226 1.404 -7.650 0.33
H 2.063 0.283 -8.733 0.41
H 2.705 0.602 -7.112 0.29
H -0.922 -1.190 -3.603 0.24
H -1.275 0.492 -3.130 -0.01
H 0.413 -0.086 -3.143 0.54
O 8.446 2.355 8.596 -0.66
S 7.368 3.141 9.115 1.21
O 6.087 3.056 8.478 -0.55
O 7.825 4.654 9.202 -0.28
C 8.437 5.238 8.020 -0.38
C 7.428 5.575 6.946 -0.96
C 7.177 2.856 10.838 -0.97
H 9.208 4.557 7.661 0.34
H 8.922 6.133 8.403 0.27
H 6.973 4.679 6.526 0.29
H 7.933 6.115 6.145 0.38
H 6.635 6.205 7.347 0.26
H 8.148 2.944 11.318 0.34
H 6.786 1.846 10.943 0.37
H 6.471 3.581 11.234 0.32
O -2.217 -3.538 -7.913 -0.68
S -1.229 -4.064 -7.021 1.16
O 0.156 -3.865 -7.332 -0.61
O -1.512 -5.606 -6.790 -0.27
C -1.727 -6.430 -7.966 -0.36
C -0.444 -6.745 -8.701 -0.97
C -1.529 -3.523 -5.379 -0.46
H -2.454 -5.931 -8.607 0.35
H -2.185 -7.331 -7.565 0.28
H -0.005 -5.853 -9.144 0.29
H -0.659 -7.458 -9.498 0.39
H 0.288 -7.186 -8.025 0.26
H -2.574 -3.686 -5.129 0.39
H -1.294 -2.461 -5.370 -0.24
H -0.872 -4.069 -4.707 0.46
```

Output
Lowest unoccupied orbital energy ... 0.34 eV
HOMO energy ... -0.3910 hartree
SMILES string ... CCCCO[C@H]1OS(=O)(=O)O[C@@H]1C(F)(F)C(F)(F)C(F)(F)C(F)(F)F.CCOS(C)(=O)=O.CCOS(C)(=O)=O.CCOS(C)(=O)=O.CCOS(C)(=O)=O
Largest force on an atom ... 0.49 eV Å⁻¹
Electronic energy ... -136950.4903 eV
Frontier orbital gap ... 10.980 eV
Charge ... 0